(1)
Entry from OMol25: 7 unconnected molecules or ions with the total composition C14H42O14 in a non-equilibrium geometry (the ωB97M-V functional and the def2-TZVPD basis).

```
! RIJCOSX wB97M-V def2-TZVPD def2/J DEFGRID3
* xyz -1 2
C -2.0334 2.3802 -4.6819
C -2.5123 1.2338 -3.7467
O -1.4422 0.8714 -2.9173
O -3.0857 2.9152 -5.4834
H -1.2845 2.0703 -5.4107
H -1.5012 3.1932 -4.1880
H -2.7483 0.3416 -4.3267
H -3.3853 1.4744 -3.1400
H -1.2929 -0.0104 -3.2661
H -2.9013 3.4225 -6.2772
C -0.6356 -1.3402 -0.1583
C 0.8374 -1.0613 0.1594
O 1.0048 0.3556 -0.1113
O -1.5025 -1.1167 1.0673
H -0.6345 -2.3925 -0.4428
H -0.9997 -0.9748 -1.1185
H 1.4084 -1.5570 -0.6257
H 1.1585 -1.1696 1.1954
H 1.3720 0.4579 -0.9924
H -1.0348 -0.5168 1.6530
C 0.3469 3.6163 -0.5576
C 0.3410 4.9470 -1.3055
O -0.5917 4.9208 -2.4151
O 1.4138 3.6642 0.3180
H 0.4830 2.7336 -1.1825
H -0.5697 3.4851 0.0175
H 1.3572 5.0036 -1.6957
H 0.2973 5.8976 -0.7738
H -0.2599 4.3038 -3.0715
H 1.1409 3.0167 0.9721
C 3.0002 -2.9720 -3.3063
C 4.0621 -4.1998 -3.3279
O 5.3500 -3.9888 -3.7677
O 3.5379 -1.8882 -2.6163
H 2.0415 -3.1950 -2.8380
H 2.9226 -2.6562 -4.3467
H 3.6363 -5.1260 -3.7139
H 4.1741 -4.4874 -2.2825
H 5.6675 -4.6961 -4.3338
H 4.1124 -1.5256 -3.2946
C -1.8529 3.5584 3.0175
C -1.9253 2.1346 2.3515
O -1.9247 1.0132 3.2120
O -0.5643 4.2331 2.9440
H -2.0102 3.6096 4.0949
H -2.5790 4.2405 2.5753
H -1.2135 2.0505 1.5303
H -2.8687 2.2194 1.8121
H -2.7694 0.9267 3.6599
H -0.6689 5.1316 3.2654
C -2.3604 -4.7194 1.3347
C -1.4041 -5.9524 1.2791
O -1.5687 -6.7823 2.3116
O -3.6732 -5.0505 1.0039
H -2.0552 -3.9251 0.6534
H -2.4620 -4.2513 2.3138
H -0.3539 -5.6613 1.2594
H -1.5138 -6.4743 0.3284
H -2.4766 -7.0872 2.3772
H -4.0700 -5.4189 1.7967
C 1.2846 1.3245 3.8662
C 2.7157 1.0415 4.3197
O 2.8532 0.1295 5.3936
O 0.3568 1.3498 4.9575
H 0.7697 0.6140 3.2195
H 1.1462 2.0852 3.0979
H 3.2647 1.9732 4.4568
H 3.3545 0.4824 3.6361
H 3.7853 0.0248 5.5981
H -0.4659 1.7499 4.6668
*
```

Values from the calculation:
E_HOMO (alpha / beta): 0.5 / -7.1 eV
gap between HOMO and LUMO (alpha / beta): 1.75 / 9.33 eV
LUMO level (alpha / beta): 2.23 / 2.19 eV
F_max: 3.7 eV Å⁻¹
calculated total energy: -43855.3941 eV
⟨S²⟩: 0.7505
energy relative to the best compared isomer or geometry (same formula, charge and spin): 325.3 kJ/mol

(2)
Entry from OMol25: 7 unconnected molecules or ions with the total composition C14H42O7 in a non-equilibrium geometry (the ωB97M-V functional and the def2-TZVPD basis).

```
! RIJCOSX wB97M-V def2-TZVPD def2/J DEFGRID3
* xyz 0 1
C 3.7424 1.8909 7.4790
C 4.3250 0.4512 7.4828
O 4.7652 0.1116 6.1867
H 4.4992 2.6412 7.2503
H 3.3795 2.1087 8.4835
H 2.9062 1.9541 6.7826
H 3.5529 -0.2587 7.7795
H 5.1115 0.3497 8.2305
H 5.6506 0.4767 6.1206
C 0.1425 8.3377 1.4764
C 0.6351 6.8805 1.3447
O 0.0560 6.4121 0.1365
H 0.6273 9.0439 0.8025
H 0.3218 8.5348 2.5334
H -0.9238 8.3877 1.2558
H 0.2876 6.3123 2.2075
H 1.7141 6.7497 1.2626
H 0.5958 6.6728 -0.6134
C -7.6700 4.0253 -0.7680
C -6.2391 4.0321 -0.3270
O -5.3364 3.5858 -1.3128
H -8.0483 3.0103 -0.8887
H -7.7817 4.5334 -1.7259
H -8.3653 4.5223 -0.0915
H -6.0705 3.4785 0.5968
H -6.0556 5.0945 -0.1668
H -4.4242 3.8609 -1.1956
C -0.2823 -7.1648 -3.7128
C 0.4949 -6.0584 -4.3899
O -0.3095 -5.3638 -5.3371
H 0.2339 -7.6131 -2.8639
H -0.5514 -7.8989 -4.4723
H -1.2067 -6.6998 -3.3701
H 1.3764 -6.4608 -4.8891
H 0.8382 -5.3451 -3.6406
H -0.7895 -4.5923 -5.0274
C -0.7198 -1.8730 1.9559
C 0.1969 -0.9045 1.2446
O 1.5292 -1.3530 1.3644
H -1.7513 -1.5209 1.9457
H -0.4514 -2.0570 2.9961
H -0.6703 -2.7707 1.3397
H 0.0520 0.0721 1.7064
H -0.0387 -0.8253 0.1833
H 1.7958 -1.0726 2.2430
C -6.7944 -1.9101 -3.6675
C -5.9338 -1.6108 -4.8943
O -4.6800 -1.2661 -4.3928
H -7.8522 -2.0990 -3.8508
H -6.6987 -1.1151 -2.9279
H -6.4495 -2.7970 -3.1360
H -6.3455 -0.7423 -5.4084
H -5.9093 -2.4305 -5.6123
H -4.7893 -0.5504 -3.7624
C 8.7530 -2.9099 -1.8243
C 8.2940 -3.5876 -0.5151
O 6.9623 -3.9922 -0.7311
H 8.8252 -3.5701 -2.6886
H 9.7468 -2.4844 -1.6854
H 8.0732 -2.1192 -2.1417
H 8.3624 -2.8307 0.2663
H 8.9309 -4.3932 -0.1499
H 6.3606 -3.2893 -0.4754
*
```

Values from the calculation:
E_HOMO: -10.1 eV
SMILES: CCO.CCO.CCO.CCO.CCO.CCO.CCO
gap between HOMO and LUMO: 10.50 eV
LUMO level: 0.41 eV
F_max: 1.9 eV Å⁻¹
calculated total energy: -29528.2524 eV
energy relative to the best compared isomer or geometry (same formula, charge and spin): 310.9 kJ/mol

(3)
Entry from OMol25: a molecular structure, C14H44AgF12N22O20S4 in a non-equilibrium geometry (the ωB97M-V functional and the def2-TZVPD basis).

```
! RIJCOSX wB97M-V def2-TZVPD def2/J DEFGRID3
* xyz 1 3
Ag 2.7365 1.1895 -0.1393
C -0.1144 -2.1085 -1.7178
F -0.5567 -2.5138 -2.9030
F -0.7721 -2.5871 -0.6988
F 1.2242 -2.3301 -1.6595
S -0.2318 -0.1664 -1.6021
O 0.3502 0.3095 -2.8448
O -1.6569 0.2460 -1.5218
N 0.6616 0.2951 -0.1683
S -0.0894 -0.2576 1.1062
O -1.5064 -0.5936 0.9725
O 0.7870 -1.2842 1.6829
C -0.1846 1.2254 2.4135
F -1.2454 1.9775 1.9774
F -0.4053 0.6900 3.6189
F 0.9325 1.9872 2.2939
C 2.5032 4.7266 2.8121
F 1.2328 4.6434 2.3539
F 2.7484 6.0747 3.1123
F 2.5641 3.9586 3.8933
S 3.6956 4.0666 1.4589
O 4.4382 5.2306 0.9891
O 4.5601 2.9976 1.9872
N 2.5643 3.3484 0.2246
S 2.3454 4.6073 -0.7000
O 2.0116 5.8414 -0.0866
O 3.2763 4.7148 -1.8395
C 0.5651 4.1416 -1.4523
F 0.2106 4.9949 -2.3438
F 0.8711 3.0821 -2.1389
F -0.2474 3.9983 -0.4035
O -3.1142 2.7441 -2.8262
H -3.3902 2.9924 -1.9439
H -2.1606 2.8263 -2.8113
O 2.8935 1.6036 -2.4127
H 3.5701 1.5032 -3.0823
H 2.1970 2.0959 -2.8472
C 3.7639 -2.0734 -4.6835
O 4.7966 -1.5365 -5.1283
N 3.6505 -2.7877 -3.6283
N 2.6626 -2.0938 -5.3104
H 2.7536 -3.2038 -3.4220
H 4.4529 -2.7138 -3.0195
H 1.8865 -2.6899 -5.0606
H 2.5783 -1.5759 -6.1734
C 3.0760 -3.9645 1.7688
O 3.7322 -2.9823 1.4363
N 3.5609 -5.1466 2.0500
N 1.7843 -4.0743 1.7651
H 2.9180 -5.8711 2.3362
H 4.5661 -5.2278 2.1067
H 1.3971 -3.1986 1.4435
H 1.1313 -4.8443 1.7918
C 0.8143 2.3608 -6.1019
O 1.8453 2.1256 -5.6281
N 0.5538 3.1999 -7.0881
N -0.2941 1.8481 -5.5906
H -0.3683 3.3588 -7.4683
H 1.4054 3.7042 -7.2892
H -1.1412 2.3972 -5.6213
H -0.1106 1.1635 -4.8711
C -3.7643 -0.9813 -4.1204
O -2.7459 -0.6029 -4.5706
N -4.2051 -0.6551 -2.9159
N -4.5887 -1.6400 -4.9321
H -5.0687 -1.0779 -2.6068
H -3.7304 0.0077 -2.3197
H -4.2164 -2.0669 -5.7683
H -5.4918 -1.9472 -4.6004
C 3.2365 0.0903 3.1015
O 3.0062 0.4494 1.9964
N 2.9745 0.8269 4.1369
N 3.6503 -1.1155 3.4602
H 3.2434 0.4992 5.0537
H 2.4650 1.6948 4.0524
H 3.6683 -1.1945 4.4669
H 4.1448 -1.6771 2.7819
C -1.6152 4.4357 4.4462
O -1.6627 5.4886 5.0928
N -1.0866 3.3340 4.8776
N -2.2356 4.1615 3.3590
H -0.5775 3.3886 5.7482
H -1.1963 2.4474 4.4065
H -1.9425 3.4168 2.7428
H -2.9955 4.7326 3.0178
C -3.7344 -4.4134 0.6243
O -4.1102 -5.4753 0.2283
N -2.6171 -4.3417 1.4552
N -4.2444 -3.1745 0.4442
H -2.1510 -5.1917 1.7389
H -2.6345 -3.6019 2.1426
H -5.0190 -3.1713 -0.2040
H -3.8067 -2.2874 0.6478
C -0.2715 -6.4127 -2.4889
O -0.6764 -7.2800 -1.7000
N -0.5985 -5.1844 -2.3581
N 0.4904 -6.5445 -3.5403
H -0.7221 -4.4852 -3.0763
H -1.0330 -5.1245 -1.4482
H 0.8205 -7.4096 -3.9438
H 0.5725 -5.8125 -4.2314
C -4.6851 1.4638 0.9214
O -5.1035 0.6545 1.7291
N -3.6040 1.2996 0.2035
N -5.2116 2.6591 0.8637
H -3.0443 0.4653 0.3073
H -3.1607 2.0673 -0.2807
H -5.9078 2.7936 1.5830
H -4.6600 3.3994 0.4541
C 0.1768 0.5807 7.0767
O 0.4302 1.7649 6.7749
N 0.4985 0.1072 8.2770
N -0.3187 -0.3228 6.2313
H 0.3290 -0.8813 8.3961
H 0.8507 0.6927 9.0208
H -0.5851 -1.2152 6.6222
H -0.2138 -0.0785 5.2569
*
```

Values from the calculation:
E_HOMO (alpha / beta): -10.7 / -10.7 eV
gap between HOMO and LUMO (alpha / beta): 7.09 / 1.31 eV
LUMO level (alpha / beta): -3.57 / -9.35 eV
F_max: 7.4 eV Å⁻¹
calculated total energy: -168902.2789 eV
⟨S²⟩: 2.0119

(4)
Entry from OMol25: 8 unconnected molecules or ions with the total composition C14H44N6O8 in a non-equilibrium geometry (the ωB97M-V functional and the def2-TZVPD basis).

```
! RIJCOSX wB97M-V def2-TZVPD def2/J DEFGRID3
* xyz 0 1
C -19.1030 12.1690 29.8520
O -18.1570 12.5700 28.9170
H -19.5280 11.2650 29.4240
H -19.8340 12.9910 29.9670
H -18.7120 11.8750 30.8070
H -18.3580 12.1730 28.0450
C -15.7210 13.2950 26.9110
O -16.5880 12.6290 25.9860
H -15.2070 13.9620 26.3010
H -15.0230 12.6750 27.4700
H -16.3360 13.8170 27.5060
H -16.6640 13.1700 25.1980
C -20.4810 12.1700 26.8410
O -21.3640 11.3880 27.5060
N -19.2170 11.7960 26.6140
N -20.6720 13.4020 26.4820
H -19.0820 10.8350 26.9700
H -18.4420 12.0620 25.9900
H -21.7150 13.6070 26.6520
H -20.1200 13.8510 25.6830
C -18.3130 16.1210 27.6070
O -17.1160 16.5150 28.1530
N -18.9050 16.9250 26.7950
N -18.8630 14.9600 27.6720
H -18.5750 17.8690 26.7560
H -19.8130 16.6580 26.3760
H -18.4220 14.3410 28.3120
H -19.7410 14.4010 27.2910
C -20.4230 15.5160 24.1870
O -21.3100 16.3360 24.8740
N -20.8080 14.9470 23.1050
N -19.2540 15.1490 24.6610
H -21.7700 15.0410 22.8460
H -20.2520 14.3020 22.5980
H -18.9240 15.5240 25.5640
H -18.6130 14.5090 24.2390
C -18.8440 18.0520 21.8260
C -19.6460 18.5020 23.0440
C -19.3210 19.9180 23.5970
O -20.9110 18.5220 22.9230
H -19.2340 17.1120 21.4420
H -17.7570 17.9840 22.0610
H -19.0200 18.8320 21.0740
H -19.2690 17.7840 23.7650
H -19.7080 20.6770 22.9770
H -18.2070 20.0250 23.8070
H -19.7930 19.9530 24.5400
H -21.2220 17.7290 23.3730
C -14.9320 14.8340 29.7770
C -14.2330 16.1130 29.4300
C -12.7650 16.1520 29.8720
O -14.4080 16.5240 28.2580
H -14.5720 13.9000 29.2610
H -16.0690 14.8140 29.8860
H -14.6160 14.6310 30.8080
H -14.8410 16.8860 29.8320
H -12.6650 15.9370 30.8880
H -12.3340 17.1340 29.5870
H -12.2760 15.3060 29.3450
H -15.3670 16.5070 28.2050
C -16.4240 18.9220 26.2540
C -15.0010 18.5470 25.8830
C -14.7800 18.8720 24.4190
O -14.0700 18.9970 26.5270
H -16.5160 19.0230 27.3640
H -17.1400 18.2420 25.9190
H -16.7200 19.9400 25.8250
H -14.9400 17.4380 25.9710
H -15.4500 18.4560 23.6960
H -13.7920 18.4730 24.2490
H -14.8450 19.9450 24.2410
H -14.0040 18.3740 27.2480
*
```

Values from the calculation:
E_HOMO: -8.9 eV
SMILES: NC(N)=O.NC(N)=O.NC(N)=O.CC(C)O.CC(C)O.CC(C)O.CO.CO
gap between HOMO and LUMO: 8.09 eV
LUMO level: -0.81 eV
F_max: 12.0 eV Å⁻¹
calculated total energy: -40546.7759 eV
energy relative to the best compared isomer or geometry (same formula, charge and spin): 748.4 kJ/mol

(5)
Entry from OMol25: 8 unconnected molecules or ions with the total composition C14H44O8 in a non-equilibrium geometry (the ωB97M-V functional and the def2-TZVPD basis).

```
! RIJCOSX wB97M-V def2-TZVPD def2/J DEFGRID3
* xyz 0 1
C -0.6617 -3.2896 -0.0729
C 0.1626 -2.1117 0.5168
O -0.7123 -1.1581 1.0204
H -1.3436 -3.7227 0.6686
H -0.0979 -4.1327 -0.4736
H -1.2636 -2.8265 -0.8963
H 0.7598 -1.6234 -0.1957
H 0.7336 -2.5711 1.3525
H -0.3596 -0.2838 0.8615
C -2.7592 0.1076 -1.7951
C -3.1003 -1.1967 -2.4941
O -4.3707 -1.6679 -2.0523
H -2.6444 -0.0503 -0.7221
H -3.4543 0.8970 -2.0465
H -1.8605 0.3768 -2.2512
H -2.3023 -1.8888 -2.2758
H -3.0973 -1.1329 -3.5637
H -4.3489 -2.6133 -1.8952
C -2.2828 2.1238 1.2729
C -3.2454 2.3815 2.4925
O -4.1980 1.3361 2.7036
H -1.7264 3.0874 1.0866
H -2.9277 1.9492 0.4688
H -1.7470 1.2008 1.4351
H -3.6194 3.3938 2.4304
H -2.6674 2.3680 3.3970
H -4.6070 1.4507 3.5704
C 2.4867 -0.7798 2.1953
C 3.5624 0.2675 2.1206
O 3.4626 1.0891 0.9918
H 2.5990 -1.4287 1.3817
H 1.4919 -0.2580 2.1964
H 2.4300 -1.4905 3.0756
H 4.5703 -0.1315 2.1359
H 3.4787 0.9049 2.9435
H 3.4712 0.5733 0.2211
C 0.5906 -2.2827 -3.5344
C -0.1502 -3.3320 -4.4013
O -0.9104 -2.5888 -5.3327
H -0.1084 -1.4316 -3.3055
H 1.3915 -1.8274 -4.1422
H 0.8751 -2.7243 -2.5915
H -0.7984 -3.9199 -3.7876
H 0.5101 -3.9335 -4.9910
H -1.5413 -3.2137 -5.7084
C 0.9669 2.4936 3.3802
C 0.1405 3.7057 3.9252
O 0.8227 4.6412 4.7256
H 1.8639 2.8161 2.8516
H 0.3546 1.9179 2.7720
H 1.2421 1.7137 4.1125
H -0.7514 3.3098 4.4061
H -0.2446 4.2608 3.0553
H 0.5477 4.5990 5.6397
C 0.5559 1.6400 -1.0796
O 0.6806 1.1305 0.2138
H 1.5542 2.0628 -1.2930
H -0.2178 2.3252 -1.2879
H 0.4223 0.7927 -1.7695
H 1.5988 0.8419 0.3154
C 3.6494 -0.1239 -2.1739
O 2.7708 -0.4864 -1.1782
H 4.5733 -0.6929 -2.1630
H 3.8606 0.9553 -2.2416
H 3.2047 -0.3663 -3.1449
H 2.7350 -1.4320 -1.0757
*
```

Values from the calculation:
E_HOMO: -9.8 eV
SMILES: CCO.CCO.CCO.CCO.CCO.CCO.CO.CO
gap between HOMO and LUMO: 10.12 eV
LUMO level: 0.34 eV
F_max: 3.1 eV Å⁻¹
calculated total energy: -31607.5403 eV
energy relative to the best compared isomer or geometry (same formula, charge and spin): 331.5 kJ/mol

(6)
Entry from OMol25: 8 unconnected molecules or ions with the total composition C14H46N2O8 in a non-equilibrium geometry (the ωB97M-V functional and the def2-TZVPD basis).

```
! RIJCOSX wB97M-V def2-TZVPD def2/J DEFGRID3
* xyz 1 2
O 0.3928 -0.3118 0.0533
H -0.3514 -0.4169 0.6461
H 0.5725 0.6284 0.0581
O 2.7234 1.5906 2.4256
H 2.9592 0.6806 2.2450
H 2.1345 1.8323 1.7108
O 1.1339 -1.8037 -2.1718
H 0.6549 -1.1842 -2.7222
H 0.7796 -1.6678 -1.2930
C -3.5493 1.9619 0.8012
C -2.5416 2.9581 0.2171
O -3.0627 3.2895 -1.0693
H -3.1422 1.5900 1.7415
H -3.5699 1.0442 0.2136
H -4.5506 2.3858 0.8774
H -1.5296 2.5865 0.0561
H -2.5020 3.8594 0.8287
H -3.0194 2.4954 -1.6070
C 3.3782 2.8395 -0.6789
C 2.1368 1.9760 -0.8759
O 1.1562 2.3729 0.1185
H 3.1066 3.8321 -0.3196
H 3.8919 2.9576 -1.6330
H 3.9696 2.3744 0.1098
H 2.4614 0.9381 -0.9497
H 1.7212 2.1851 -1.8616
H 0.9338 3.2530 -0.1940
C -2.2786 -1.9351 1.4049
C -1.8718 -1.3618 2.7983
O -1.0306 -0.2906 2.5707
H -3.0756 -2.6702 1.5170
H -1.4093 -2.4672 1.0186
H -2.6398 -1.0944 0.8125
H -1.2728 -2.1032 3.3270
H -2.7334 -1.0999 3.4124
H -1.0523 0.2247 3.3803
C -1.1441 2.3980 -4.0343
C -0.8121 1.2287 -3.0937
C -1.8559 0.1460 -3.0774
O -3.1600 0.6323 -2.7727
C -4.1655 -0.3052 -2.9549
N 0.4405 0.6524 -3.5620
H -0.3997 3.1606 -3.8051
H -2.1311 2.6998 -3.6840
H -1.1445 2.0423 -5.0646
H -0.7150 1.5053 -2.0438
H -1.6106 -0.7011 -2.4368
H -1.8725 -0.2970 -4.0731
H -5.0915 0.1653 -2.6242
H -3.9992 -1.2320 -2.4058
H -4.2659 -0.5877 -4.0028
H 0.2693 0.4928 -4.5445
H 1.0956 1.4180 -3.6314
C 4.2524 -2.5569 2.2484
C 2.9205 -2.3983 1.4277
C 1.7039 -2.4807 2.3911
O 1.7492 -3.7435 3.0282
C 0.8611 -3.9462 4.0910
N 2.9412 -1.0671 0.8685
H 5.0940 -2.4353 1.5664
H 4.5191 -3.5422 2.6307
H 4.3128 -1.8496 3.0754
H 2.8914 -3.1497 0.6386
H 0.7686 -2.3337 1.8511
H 1.8662 -1.6928 3.1267
H 1.2880 -4.7755 4.6551
H -0.1832 -4.1255 3.8352
H 0.7871 -3.0832 4.7527
H 3.7557 -0.8076 0.3305
H 2.1104 -0.8802 0.3255
*
```

Values from the calculation:
E_HOMO (alpha / beta): -12.1 / -12.1 eV
gap between HOMO and LUMO (alpha / beta): 9.63 / 3.97 eV
LUMO level (alpha / beta): -2.48 / -8.15 eV
F_max: 3.7 eV Å⁻¹
calculated total energy: -34613.5902 eV
⟨S²⟩: 0.7543
energy relative to the best compared isomer or geometry (same formula, charge and spin): 0.0 kJ/mol